1.
Below is a structure of composition C35H90F3N7O10Pd, with properties calculated with ωB97M-V/def2-TZVPD.

Results
* gap between HOMO and LUMO (spin up / spin down): 8.724 / 7.383 eV
* <S²>: 2.005
* multiplicity: 3
* molar mass: 932.56 g/mol
* electronic energy: -2950.49660 hartree

CARTESIAN COORDINATES (ANGSTROEM)
H: 1.49 3.78 2.44
H: 4.11 -3.32 -5.64
O: -1.02 -4.31 -2.32
H: 0.78 -4.03 4.33
H: -2.20 -0.30 2.15
H: -4.29 0.89 -1.63
C: -2.75 -0.74 -4.52
H: 1.47 -0.20 5.93
H: 1.73 8.13 0.77
H: -0.60 -6.40 0.33
C: -2.53 0.71 2.42
C: -2.87 0.71 3.92
N: 2.49 3.61 2.51
H: 4.22 4.67 1.91
C: 4.64 -0.38 2.40
H: 0.51 0.93 4.90
H: -1.65 -4.44 -4.22
C: 3.19 4.51 1.57
H: 1.52 -3.03 -7.48
H: 1.24 0.49 0.90
C: 0.47 0.10 5.61
H: -5.76 5.71 1.06
H: -4.72 4.40 1.68
H: -4.74 -1.34 0.89
H: -3.28 -2.45 -1.14
C: -3.70 1.13 1.56
H: 0.35 4.50 -0.53
O: 3.30 6.74 0.77
C: -2.70 4.70 -0.28
H: -3.06 4.34 -1.25
C: -3.69 5.71 0.26
H: 4.09 -2.85 -2.29
H: -4.57 0.60 1.97
H: 2.45 6.26 2.55
C: -1.56 -6.23 0.80
H: -1.56 -6.44 1.87
N: 3.67 -3.41 -3.02
H: 2.42 3.82 -0.38
H: -4.43 2.36 -0.72
H: -4.67 7.33 -0.47
C: 0.53 0.13 -2.45
H: -5.29 4.35 0.06
H: -5.17 -2.86 0.10
O: -3.48 0.82 0.21
H: -3.22 6.38 0.99
O: -1.48 5.40 -0.52
O: -1.85 -4.86 0.57
N: 0.23 -2.80 1.82
C: -0.52 4.62 -1.18
C: 1.79 -3.98 -7.01
C: 3.06 -2.44 -3.95
H: -2.41 -1.35 -0.34
H: 2.62 -1.03 0.44
H: -0.84 3.62 -1.50
H: -3.33 7.02 -1.32
C: 3.13 -2.88 -5.40
C: -0.24 -3.80 3.99
H: -2.44 -0.12 -5.36
H: 1.51 -1.56 3.98
N: -2.56 -2.35 -0.43
H: -2.55 -0.20 4.41
H: 1.41 -0.50 -2.60
O: -0.16 -1.05 5.05
H: -0.89 -1.85 -4.45
H: -1.33 -2.16 3.15
C: 2.49 5.85 1.53
H: -2.12 -2.62 -5.38
H: 5.33 -1.86 -0.62
C: 3.35 3.86 0.19
H: 0.30 -1.93 1.28
H: 4.94 -1.31 -4.18
O: 2.11 -3.82 -5.65
H: 3.19 8.64 1.62
H: 4.18 0.54 2.02
F: -3.98 -4.40 -1.90
C: 5.21 -1.02 0.06
Pd: -0.55 -3.39 -0.48
H: 5.55 1.26 4.11
H: -3.26 -4.55 2.06
H: -0.83 0.54 -0.89
C: -4.64 -2.43 0.95
C: 6.20 0.39 3.97
H: 2.12 0.83 -0.56
H: 2.65 -4.41 -7.54
H: 5.94 -0.30 4.78
H: 2.03 -2.19 -3.70
H: 0.93 -4.64 -7.08
N: -1.35 1.59 2.19
H: -2.27 -6.87 0.26
H: 3.17 8.51 -0.17
H: 2.90 -2.57 0.68
H: 7.25 0.66 4.01
H: 1.49 5.76 1.11
H: -0.29 -0.22 -3.08
N: -4.13 6.58 -0.87
H: -2.49 3.92 0.45
H: -3.94 0.90 4.08
H: -2.62 -2.34 1.66
H: 0.84 1.92 -0.11
C: 4.47 -1.46 1.32
F: -4.11 -4.83 -4.00
H: 0.40 -0.49 3.14
H: -5.54 1.01 -0.35
H: 4.01 4.49 -0.42
C: -1.97 -4.11 -3.22
H: -2.57 -0.22 -3.58
H: -3.88 2.20 1.75
O: 6.00 -0.19 2.70
F: -3.04 -6.18 -2.69
H: -1.41 1.85 1.20
C: 0.44 -1.37 3.80
C: -4.93 5.05 0.83
H: 3.82 2.88 0.31
C: -1.98 -2.04 -4.45
H: 4.80 -0.14 -0.43
C: 3.91 -1.15 -3.83
H: -0.90 -3.81 4.86
C: -0.30 -2.53 3.16
O: -2.40 -2.75 -3.32
N: 3.04 -1.66 1.12
H: 2.99 -1.99 -6.03
C: 0.15 0.02 -0.97
H: 4.13 -0.72 3.31
C: 1.11 0.86 -0.12
H: 4.92 -2.37 1.70
H: -3.83 -0.85 -4.64
H: -5.05 -2.73 1.91
H: 1.20 -3.08 1.97
H: -0.13 0.39 6.47
H: -3.96 -4.75 0.45
C: -3.09 -4.36 1.00
H: 2.61 2.65 2.20
H: -0.59 -4.63 3.38
H: 6.26 -0.79 0.31
C: -4.52 1.27 -0.64
H: -2.39 1.58 4.38
H: 4.39 -3.97 -3.45
H: -0.50 1.04 2.26
H: 3.85 -0.71 -2.84
H: 0.77 1.16 -2.74
C: 2.83 8.06 0.76
O: 0.07 -1.28 -0.52
C: -3.16 -2.82 0.84
C: -3.28 -4.89 -2.96
H: -0.18 5.08 -2.12
H: 3.54 -0.40 -4.55

***

2.
Below is a cluster of 6 separate species, C5H22N2O6 in total, with properties calculated with ωB97M-V/def2-TZVPD.

Results
* gap between HOMO and LUMO: 9.653 eV
* molar mass: 206.24 g/mol
* electronic energy: -764.59170 hartree
* ΔE to the lowest compared entry with this formula, charge and spin: 354.1 kJ/mol

CARTESIAN COORDINATES (ANGSTROEM)
C: -1.56 -3.18 1.80
C: -2.33 -0.30 -0.73
C: -0.45 -1.76 -0.02
H: 0.21 2.93 3.39
H: 0.60 3.02 -2.57
C: -0.79 -1.86 1.42
H: 0.88 -0.08 0.48
H: 0.80 1.63 2.89
H: -1.43 3.78 -0.26
H: -2.53 -3.14 1.28
H: -1.72 -1.87 -1.75
O: 2.92 0.80 -2.48
H: -1.06 -4.12 1.49
O: -3.18 0.07 -1.55
H: -1.25 -1.05 1.80
H: 2.13 -2.27 -1.19
O: 0.61 2.01 -2.31
H: -2.20 0.29 0.25
C: 0.67 -0.80 -0.37
O: -1.10 2.79 -0.25
H: 2.12 1.33 -2.15
H: 0.07 -1.88 2.09
O: 0.21 2.39 2.71
H: 2.76 -0.09 2.10
H: 3.61 1.26 2.42
H: -0.13 -2.79 -0.40
H: 0.01 2.03 -1.42
H: 2.66 -0.81 -0.88
H: 0.40 -0.07 -1.24
H: 2.74 0.65 -3.33
N: 1.99 -1.52 -0.50
O: 2.84 0.69 2.64
H: -0.75 2.46 0.61
H: -1.58 -3.01 2.89
N: -1.70 -1.45 -0.82

***

3.
Below is a cluster of 2 separate species, CH3BrO2 in total, with properties calculated with ωB97M-V/def2-TZVPD.

Results
* gap between HOMO and LUMO (spin up / spin down): 6.741 / 6.748 eV
* molar mass: 126.94 g/mol
* electronic energy: -2764.18252 hartree
* ΔE to the lowest compared entry with this formula, charge and spin: 545.5 kJ/mol

CARTESIAN COORDINATES (ANGSTROEM)
O: 2.37 0.48 -0.63
H: -0.17 -0.08 1.06
H: 0.04 0.96 -0.40
Br: 3.09 2.73 0.44
C: 0.24 -0.01 0.05
O: 1.64 -0.24 0.15
H: -0.20 -0.80 -0.57

***

4.
Below is a structure of composition C51H69AsBaBrN8O3S, with properties calculated with ωB97M-V/def2-TZVPD.

Results
* gap between HOMO and LUMO: 7.795 eV
* charge: +1
* molar mass: 1166.39 g/mol
* electronic energy: -7881.88485 hartree
* ΔE to the lowest compared entry with this formula, charge and spin: 143.5 kJ/mol

CARTESIAN COORDINATES (ANGSTROEM)
C: 2.13 -3.41 -0.11
S: -1.46 2.78 2.71
C: 1.10 -2.53 0.11
C: -5.01 1.83 -2.60
C: 1.38 2.77 -1.00
H: -3.92 0.62 3.53
C: -4.51 4.45 -3.58
H: 3.83 0.00 -3.85
C: 2.31 -1.45 1.73
H: 8.63 -0.22 3.52
H: -6.98 2.34 -3.30
H: -3.28 -3.63 4.12
H: 5.86 2.91 4.46
H: 1.90 0.53 -0.98
H: 6.07 -2.98 0.83
H: 4.93 -3.46 -1.51
H: 1.55 4.29 2.94
H: -5.55 5.77 1.07
H: -4.26 5.11 -4.41
H: -0.61 6.81 -1.52
O: 0.75 1.66 -0.44
C: -4.60 -0.02 1.59
H: -3.05 6.50 -1.00
O: 2.62 0.23 -1.60
H: -1.27 -0.04 6.48
C: 3.37 -2.34 1.60
H: 2.04 -4.16 -0.89
H: -6.34 3.42 -2.05
C: -0.29 6.29 -0.62
H: -1.10 -6.53 -1.24
H: -4.55 -1.02 3.52
H: 3.03 -6.03 0.42
N: -3.37 4.04 1.30
H: 0.65 3.58 -1.16
H: -5.67 0.20 1.69
H: -3.02 3.01 -4.18
C: 2.15 3.42 -3.31
C: 7.78 0.40 3.24
H: -1.47 -3.31 2.35
H: -4.29 -4.94 -2.56
H: -5.30 1.21 -1.75
H: -4.74 5.06 -2.70
C: 3.31 3.01 2.68
H: -3.58 -4.42 -4.10
H: 4.23 -2.20 2.23
C: -1.75 -3.91 -2.00
C: 3.95 -5.71 0.93
H: 2.86 3.93 -5.27
C: 6.11 1.05 1.64
C: 5.62 2.00 2.53
C: -2.44 -2.82 2.27
H: 4.71 -6.47 0.74
H: -0.70 0.65 4.97
Ba: -0.50 0.46 0.80
C: -1.10 -5.51 -3.78
H: 3.93 -4.91 -1.65
C: -2.10 -6.35 -1.64
C: -3.34 3.53 -3.28
H: 0.06 -4.68 -1.17
C: -1.53 0.12 5.44
N: 2.36 3.34 -0.10
C: 3.43 1.94 -4.69
H: -1.10 -4.73 -4.53
C: -2.06 3.86 1.58
H: -2.72 -0.72 -1.43
H: -2.77 -6.13 -0.80
H: 7.77 1.49 5.09
C: 2.08 2.46 -2.31
H: -4.49 -3.15 2.93
C: 7.19 0.25 2.00
C: 4.74 -4.44 -1.08
H: 3.75 -5.69 2.00
C: -2.75 5.75 -0.29
C: -2.53 -2.76 -2.07
N: 1.73 3.89 0.99
N: -2.24 1.65 -0.58
As: -2.12 -0.94 2.82
C: 2.16 3.80 2.19
C: 4.49 2.86 2.10
C: 6.22 2.16 3.77
H: 3.96 1.74 -5.61
N: -1.13 4.60 0.90
C: -5.16 5.19 0.22
C: -2.13 -5.22 -2.68
H: 5.63 -5.05 -1.23
H: 0.54 5.63 -0.85
H: -2.44 -7.28 -2.10
C: -3.97 -0.30 2.95
C: -2.12 -1.62 -1.41
C: 2.82 3.17 -4.50
H: -5.69 4.24 0.23
H: -0.17 4.37 1.08
H: 5.55 -3.92 2.24
C: -0.20 -2.63 -0.67
H: -5.38 5.74 -0.69
C: -2.94 2.07 -1.39
N: -3.78 2.56 -2.27
C: -1.43 5.54 -0.02
H: -1.34 -6.46 -4.27
H: 4.65 3.46 1.21
H: 5.65 0.93 0.67
C: -3.52 -5.16 -3.30
H: -2.49 4.09 -2.87
H: -2.39 0.78 5.41
C: 3.36 0.96 -3.72
C: -0.57 -3.81 -1.28
C: 7.30 1.36 4.13
C: 5.70 -3.95 1.16
N: 1.19 -1.54 1.02
C: -6.08 2.84 -2.94
C: -3.70 4.97 0.42
H: -0.09 -5.59 -3.37
H: 6.48 -4.69 0.96
H: -4.83 1.18 -3.47
C: -3.50 -3.59 3.05
C: -1.81 -1.21 4.74
H: -2.68 -1.70 5.18
C: 2.68 1.21 -2.53
H: 3.08 2.65 0.13
H: -3.47 -2.75 -2.61
H: 0.07 7.03 0.10
Br: 2.86 2.09 4.29
C: 3.30 -3.34 0.64
H: 2.36 -0.66 2.46
H: -2.69 -2.80 1.21
C: 4.42 -4.35 0.41
H: -3.76 -6.13 -3.74
H: -0.96 -1.89 4.84
N: -0.98 -1.54 -0.72
H: -3.56 -4.62 2.69
O: -5.64 3.71 -3.97
H: -4.13 0.84 1.11
H: 7.57 -0.48 1.29
H: -4.51 -0.88 0.91
H: 1.69 4.38 -3.14

***

5.
Below is an isolated molecule of H2NO3PS3, with properties calculated with ωB97M-V/def2-TZVPD.

Results
* gap between HOMO and LUMO (spin up / spin down): 7.814 / 7.814 eV
* molar mass: 191.20 g/mol
* electronic energy: -1817.48454 hartree
* ΔE to the lowest compared entry with this formula, charge and spin: 251.3 kJ/mol

CARTESIAN COORDINATES (ANGSTROEM)
S: 2.69 -0.17 -1.25
P: 0.71 0.21 -0.66
H: 2.64 1.16 -1.58
O: -0.18 -1.00 -0.70
S: -0.01 1.90 -1.34
O: -1.63 -1.92 1.40
N: 0.44 -0.46 1.99
H: -2.32 0.52 0.12
S: -0.75 -0.81 1.24
O: -1.58 0.56 0.78

***

6.
Below is an isolated molecule of C19H23NO4, with properties calculated with ωB97M-V/def2-TZVPD.

Results
* gap between HOMO and LUMO: 9.117 eV
* molar mass: 329.40 g/mol
* electronic energy: -1093.55002 hartree
* ΔE to the lowest compared entry with this formula, charge and spin: 51.0 kJ/mol

CARTESIAN COORDINATES (ANGSTROEM)
O: 3.93 1.33 0.16
O: 2.49 -2.44 1.34
C: 3.19 -0.08 -2.11
C: 0.46 -0.34 0.39
C: 2.64 -1.77 0.34
H: 0.84 1.56 -2.16
C: 5.91 0.39 0.53
H: 6.75 -0.28 0.46
C: 1.97 0.01 -1.27
H: -0.40 -0.08 2.31
C: -5.74 -0.91 0.31
H: -5.12 -2.52 -0.98
C: 4.55 2.03 1.13
H: -3.07 2.78 1.43
H: 6.49 1.84 2.12
H: -1.18 -1.31 1.32
H: 0.40 -1.64 2.05
H: -3.70 -0.53 -0.25
H: -5.48 -1.43 1.23
C: -4.61 0.05 -0.07
H: -6.65 -0.33 0.50
C: -3.19 2.01 0.67
N: 0.95 0.85 -1.44
C: -1.17 1.50 -0.46
C: -0.22 -0.88 1.60
O: -1.40 2.32 -1.33
H: 4.65 -2.40 0.02
C: 5.77 1.50 1.40
H: -3.37 2.50 -0.30
O: -1.97 1.28 0.59
H: 4.03 2.87 1.53
H: 3.47 0.90 -2.50
H: -5.23 1.67 1.22
H: 3.02 -0.75 -2.96
C: -4.33 1.07 1.03
H: -4.86 0.57 -0.99
C: 4.76 0.33 -0.20
H: -6.82 -2.59 -0.51
C: 3.85 -1.96 -0.57
C: 0.01 0.67 -0.45
C: 1.71 -0.76 -0.14
C: 4.32 -0.66 -1.24
H: -6.29 -1.42 -1.72
C: -6.01 -1.92 -0.79
H: 5.18 -0.89 -1.87
H: 3.56 -2.68 -1.34
H: -4.07 0.55 1.96

***

7.
Below is a structure of composition C24H36BrN2O2RhSi2Te, with properties calculated with ωB97M-V/def2-TZVPD.

Results
* gap between HOMO and LUMO: 5.678 eV
* charge: +2
* molar mass: 751.15 g/mol
* electronic energy: -4727.05849 hartree
* ΔE to the lowest compared entry with this formula, charge and spin: 0.0 kJ/mol

CARTESIAN COORDINATES (ANGSTROEM)
H: 2.33 -4.77 -1.76
Te: 0.74 -0.68 1.22
H: 3.57 2.29 -4.44
H: -0.44 -5.83 0.18
Si: 0.40 -1.67 4.42
C: -2.36 6.27 1.19
H: 0.11 4.33 2.43
H: 2.70 -1.94 3.47
C: -0.77 4.62 1.86
H: -1.27 -0.35 -4.71
C: -3.05 5.32 0.45
C: -1.13 0.50 -2.87
H: -1.68 -3.11 -1.65
C: 1.67 -2.38 0.37
N: 0.29 2.37 -0.13
C: 2.75 1.76 -4.91
H: -0.88 -3.64 5.19
H: -3.96 5.57 -0.09
H: 1.17 0.70 4.21
C: -0.82 2.28 0.98
C: 2.81 1.46 -6.27
O: -1.69 1.27 0.77
H: -1.70 1.93 -1.42
H: -2.74 7.28 1.23
H: -0.56 -1.75 -1.40
N: 0.35 1.80 -1.22
H: -1.37 -0.96 2.75
H: -0.53 -4.73 1.55
C: 2.04 -2.52 4.12
C: -0.48 -1.58 2.71
H: -0.30 0.58 5.19
C: 1.38 -4.27 -2.00
H: 2.57 -2.64 5.07
H: -0.14 -0.14 -6.60
H: 0.76 -5.01 -2.52
H: 1.14 2.87 0.15
C: 0.67 0.39 -6.12
C: -1.43 3.66 1.09
H: -3.27 2.26 0.12
C: -0.91 1.21 -1.60
H: -0.75 -2.58 2.35
C: -0.71 -2.63 5.55
H: 1.59 -3.46 -2.70
H: 3.67 1.76 -6.85
H: -0.71 6.65 2.51
Si: 0.55 -3.68 -0.46
C: 0.10 -5.05 0.72
H: 2.34 -1.96 -0.38
H: 1.81 0.54 -7.93
H: 2.29 -2.79 1.17
O: -3.30 3.11 -0.35
H: -1.69 -2.14 5.65
C: 1.77 0.77 -6.87
C: -1.01 -2.67 -0.91
H: -1.59 -2.54 0.02
C: 0.59 0.69 -4.76
C: -1.23 5.92 1.91
Br: -2.90 -0.25 -2.43
H: 1.63 1.62 -3.11
C: -2.59 4.01 0.40
Rh: -1.26 -0.34 -0.34
H: 1.91 -3.52 3.70
H: 1.00 -5.51 1.14
C: -0.63 0.26 -4.08
H: -0.27 -2.69 6.54
C: 0.65 0.10 4.96
H: -0.15 2.13 1.84
C: 1.65 1.38 -4.16
H: 1.26 0.13 5.87

***

8.
Below is a cluster of 2 separate species, CH5PS in total, with properties calculated with ωB97M-V/def2-TZVPD.

Results
* gap between HOMO and LUMO: 9.655 eV
* molar mass: 80.09 g/mol
* electronic energy: -780.54541 hartree
* ΔE to the lowest compared entry with this formula, charge and spin: 202.5 kJ/mol

CARTESIAN COORDINATES (ANGSTROEM)
P: -1.43 -0.68 -0.50
S: 2.13 3.20 0.71
C: -1.83 -2.33 -0.53
H: -0.29 -0.60 -1.60
H: -2.72 -2.70 -0.07
H: -1.21 -3.06 -1.07
H: 2.37 2.05 1.59
H: 2.98 4.11 1.47